The following is a quantum chemistry calculation of 10 unconnected molecules or ions with the total composition C18H56N10O10, from OMol25.

Its SMILES is NC(N)=O.NC(N)=O.NC(N)=O.NC(N)=O.NC(N)=O.CC(C)O.CC(C)O.CC(C)O.CC(C)O.CO. The value obtained for the energy above the lowest of the compared OMol25 structures with the same formula, charge and spin is 12.2842 eV. The HOMO-LUMO gap comes out at 8.0 eV. As for the lowest unoccupied orbital energy: -0.0169 Ha. Its net charge is 0. As for the calculated total energy: -2019.0962 Ha. The calculation puts the molar mass at 572.71 g/mol.

Element x y z (Å)
N1 33.49 6.39 1.44
C1 32.35 5.83 1.75
N2 31.92 6.16 2.94
O1 31.62 4.92 0.91
H1 33.98 6.29 0.53
H2 33.84 7.04 2.13
H3 31.05 5.72 3.31
H4 32.41 6.76 3.56
N3 29.63 5.59 6.04
C2 29.14 4.96 5.06
N4 30.11 4.61 4.30
O2 27.83 5.00 4.80
H5 28.89 6.14 6.54
H6 30.48 6.10 5.95
H7 29.78 3.93 3.59
H8 31.05 4.15 4.56
N5 34.11 -0.17 8.59
C3 34.23 -0.21 7.27
N6 33.37 0.60 6.71
O3 35.03 -1.10 6.53
H9 34.63 -0.89 9.09
H10 33.54 0.53 9.08
H11 33.43 0.77 5.70
H12 32.99 1.42 7.27
N7 32.48 2.75 2.49
C4 32.81 2.88 3.76
N8 32.72 4.04 4.38
O4 33.22 1.80 4.44
H13 32.42 1.76 2.14
H14 32.21 3.48 1.86
H15 32.81 4.07 5.38
H16 32.45 4.88 3.80
N9 28.18 2.07 2.76
C5 28.38 3.14 2.06
N10 29.58 3.15 1.64
O5 27.45 4.10 1.73
H17 27.23 1.97 3.06
H18 28.82 1.27 2.84
H19 29.89 4.03 1.23
H20 30.26 2.48 1.96
C6 30.05 1.89 5.71
C7 30.21 0.66 4.80
C8 28.90 -0.10 4.88
O6 30.48 0.87 3.62
H21 29.97 1.54 6.69
H22 29.20 2.54 5.61
H23 30.98 2.30 5.61
H24 31.02 0.08 5.13
H25 28.91 -0.88 5.59
H26 28.69 -0.62 3.92
H27 28.11 0.69 5.09
H28 31.34 0.51 3.39
C9 36.37 2.26 -0.23
C10 34.96 1.95 0.27
C11 33.94 2.96 -0.31
O7 34.42 0.90 -0.05
H29 37.13 1.52 0.15
H30 36.70 3.25 0.12
H31 36.41 2.35 -1.26
H32 35.00 1.82 1.34
H33 32.88 2.65 -0.04
H34 34.03 2.89 -1.35
H35 34.08 3.93 0.00
H36 33.89 0.72 0.72
C12 34.81 3.51 7.34
C13 33.57 4.44 7.49
C14 33.78 5.77 6.87
O8 32.47 3.95 7.07
H37 35.72 4.07 7.66
H38 34.82 3.15 6.41
H39 34.73 2.59 7.98
H40 33.32 4.62 8.53
H41 34.32 6.29 7.62
H42 32.82 6.25 6.74
H43 34.23 5.80 5.93
H44 31.76 4.14 7.68
C15 31.07 0.21 0.34
C16 31.99 -0.57 1.29
C17 32.60 -1.74 0.59
O9 32.83 0.14 1.89
H45 30.48 -0.34 -0.43
H46 31.55 0.98 -0.28
H47 30.43 0.86 1.00
H48 31.43 -0.97 2.14
H49 33.08 -2.36 1.34
H50 33.37 -1.39 -0.05
H51 31.83 -2.22 0.01
H52 33.34 -0.32 2.62
C18 35.95 3.93 3.04
O10 35.96 4.68 4.21
H53 35.26 4.46 2.41
H54 35.55 2.91 3.11
H55 36.98 3.70 2.64
H56 35.06 4.91 4.49

Atomic partial charges in e from the Mulliken method, atoms 1 to 6: atom 1 (N): -0.24, atom 2 (C): 0.10, atom 3 (N): -0.53, atom 4 (O): -0.77, atom 5 (H): 0.31, atom 6 (H): 0.19